The following is a quantum chemistry calculation of a 11-piece molecular cluster, C29H79NO11 overall in a non-equilibrium geometry, from the OMol25 dataset.

Bonds (Å) are listed after each position.
Atoms and positions in Å:
1 C 0.853 -3.847 -1.966  C2 1.626, H12 1.080, H13 1.065, H14 1.127
2 C -0.416 -4.452 -1.149  C1 1.626, C3 1.563, C4 1.510, N10 1.438
3 C -1.373 -5.164 -2.159  C2 1.563, H15 1.055, H16 1.113, H17 1.115
4 C 0.178 -5.405 -0.140  C2 1.510, C5 1.544, H18 1.149, H19 1.075
5 C -0.932 -5.812 0.853  C4 1.544, C6 1.522, H20 1.095, H21 1.121
6 C -1.387 -4.555 1.581  C5 1.522, C7 1.489, H22 1.135, H23 1.142
7 C -1.983 -3.535 0.674  C6 1.489, C8 1.566, C9 1.588, N10 1.473
8 C -3.393 -3.850 0.069  C7 1.566, H24 1.048, H25 1.066, H26 1.106
9 C -2.061 -2.169 1.478  C7 1.588, H27 1.084, H28 1.108, H29 1.115
10 N -1.062 -3.365 -0.464  C2 1.438, C7 1.473, O11 1.453
11 O -1.719 -2.567 -1.485  N10 1.453, H30 0.973
12 H 1.299 -3.188 -1.237  C1 1.080
13 H 1.539 -4.547 -2.382  C1 1.065
14 H 0.528 -3.237 -2.856  C1 1.127
15 H -1.914 -4.409 -2.658  C3 1.055
16 H -0.733 -5.872 -2.731  C3 1.113
17 H -2.121 -5.763 -1.589  C3 1.115
18 H 0.413 -6.366 -0.725  C4 1.149
19 H 1.035 -4.939 0.312  C4 1.075
20 H -1.717 -6.319 0.283  C5 1.095
21 H -0.507 -6.579 1.550  C5 1.121
22 H -0.534 -4.119 2.190  C6 1.135
23 H -2.221 -4.787 2.326  C6 1.142
24 H -4.141 -3.966 0.793  C8 1.048
25 H -3.394 -4.726 -0.539  C8 1.066
26 H -3.613 -2.985 -0.584  C8 1.106
27 H -2.844 -2.269 2.221  C9 1.084
28 H -2.223 -1.336 0.765  C9 1.108
29 H -1.025 -1.994 1.852  C9 1.115
30 H -0.959 -2.078 -1.845  O11 0.973
31 C 2.396 -0.646 -5.984  C32 1.491, H34 1.063, H35 1.078, H36 1.124
32 C 2.279 -1.918 -5.216  C31 1.491, O33 1.481, H37 1.119, H38 1.145
33 O 0.849 -2.221 -4.980  C32 1.481, H39 0.977
34 H 1.773 -0.796 -6.832  C31 1.063
35 H 3.357 -0.530 -6.458  C31 1.078
36 H 2.123 0.338 -5.512  C31 1.124
37 H 2.831 -1.781 -4.252  C32 1.119
38 H 2.660 -2.797 -5.843  C32 1.145
39 H 0.746 -3.192 -5.029  O33 0.977
40 C -3.326 5.417 0.432  C41 1.503, H43 1.101, H44 1.076, H45 1.087
41 C -2.663 4.881 1.670  C40 1.503, O42 1.415, H46 1.078, H47 1.054
42 O -1.414 4.276 1.398  C41 1.415, H48 0.977
43 H -2.889 6.371 0.096  C40 1.101
44 H -4.350 5.653 0.664  C40 1.076
45 H -3.199 4.705 -0.379  C40 1.087
46 H -3.343 4.215 2.176  C41 1.078
47 H -2.607 5.692 2.342  C41 1.054
48 H -1.371 3.593 2.096  O42 0.977
49 C 3.707 4.723 2.837  C50 1.508, H52 1.082, H53 1.101, H54 1.074
50 C 3.118 3.678 1.923  C49 1.508, O51 1.475, H55 1.079, H56 1.088
51 O 3.537 2.363 2.444  C50 1.475, H57 0.994
52 H 3.483 5.680 2.386  C49 1.082
53 H 4.767 4.433 2.895  C49 1.101
54 H 3.207 4.754 3.787  C49 1.074
55 H 3.539 3.823 0.940  C50 1.079
56 H 2.034 3.766 1.925  C50 1.088
57 H 3.390 1.762 1.666  O51 0.994
58 C 4.922 -1.227 -0.644  C59 1.471, H61 1.101, H62 1.099, H63 1.068
59 C 4.288 -0.666 -1.847  C58 1.471, O60 1.430, H64 1.065, H65 1.127
60 O 2.902 -0.702 -1.499  C59 1.430, H66 0.962
61 H 4.489 -2.211 -0.404  C58 1.101
62 H 4.703 -0.530 0.177  C58 1.099
63 H 5.972 -1.370 -0.776  C58 1.068
64 H 4.460 -1.309 -2.678  C59 1.065
65 H 4.538 0.401 -2.114  C59 1.127
66 H 2.321 -0.210 -2.086  O60 0.962
67 C 3.403 0.505 5.889  C68 1.519, H70 1.101, H71 1.038, H72 1.103
68 C 3.022 1.912 5.460  C67 1.519, O69 1.425, H73 1.073, H74 1.116
69 O 1.983 1.928 4.484  C68 1.425, H75 0.971
70 H 3.865 0.503 6.889  C67 1.101
71 H 3.962 0.046 5.146  C67 1.038
72 H 2.405 0.059 6.035  C67 1.103
73 H 3.897 2.482 5.220  C68 1.073
74 H 2.589 2.492 6.309  C68 1.116
75 H 2.506 1.860 3.669  O69 0.971
76 C -1.527 0.770 -4.841  C77 1.464, H79 1.049, H80 1.143, H81 1.088
77 C -1.511 0.419 -3.420  C76 1.464, O78 1.420, H82 1.071, H83 1.082
78 O -0.395 -0.357 -3.009  C77 1.420, H84 0.983
79 H -1.745 -0.012 -5.504  C76 1.049
80 H -0.434 0.953 -5.123  C76 1.143
81 H -2.147 1.627 -5.097  C76 1.088
82 H -2.401 -0.113 -3.155  C77 1.071
83 H -1.523 1.267 -2.749  C77 1.082
84 H -0.202 -1.001 -3.726  O78 0.983
85 C -2.886 1.421 3.592  C86 1.500, H88 1.090, H89 1.100, H90 1.103
86 C -1.924 1.859 4.656  C85 1.500, O87 1.397, H91 1.090, H92 1.092
87 O -0.651 2.119 4.143  C86 1.397, H93 0.974
88 H -3.112 2.264 2.939  C85 1.090
89 H -3.865 1.172 4.028  C85 1.100
90 H -2.495 0.593 2.977  C85 1.103
91 H -1.900 1.047 5.382  C86 1.090
92 H -2.324 2.725 5.188  C86 1.092
93 H 0.108 2.090 4.754  O87 0.974
94 C -4.186 0.643 -0.817  C95 1.590, H97 1.085, H98 1.073, H99 1.092
95 C -5.313 0.154 0.193  C94 1.590, O96 1.375, H100 1.081, H101 1.117
96 O -5.668 -1.158 -0.015  C95 1.375, H102 0.961
97 H -3.286 0.038 -0.760  C94 1.085
98 H -3.889 1.598 -0.428  C94 1.073
99 H -4.533 0.698 -1.850  C94 1.092
100 H -6.148 0.795 -0.052  C95 1.081
101 H -5.025 0.434 1.235  C95 1.117
102 H -5.008 -1.823 0.199  O96 0.961
103 C 1.399 4.273 -1.476  C104 1.506, H106 1.082, H107 1.144, H108 1.047
104 C 1.185 3.100 -2.396  C103 1.506, O105 1.431, H109 1.103, H110 1.105
105 O 2.072 2.010 -2.123  C104 1.431, H111 0.936
106 H 2.440 4.546 -1.365  C103 1.082
107 H 0.952 4.026 -0.452  C103 1.144
108 H 0.938 5.155 -1.801  C103 1.047
109 H 1.404 3.392 -3.437  C104 1.103
110 H 0.133 2.774 -2.478  C104 1.105
111 H 1.887 1.771 -1.237  O105 0.936
112 C 0.029 0.170 0.414  C113 1.480, H115 1.083, H116 1.080, H117 1.134
113 C 1.038 0.460 1.456  C112 1.480, O114 1.468, H118 1.143, H119 1.073
114 O 2.216 0.904 0.700  C113 1.468, H120 0.953
115 H 0.235 -0.783 -0.057  C112 1.083
116 H -0.021 0.962 -0.319  C112 1.080
117 H -1.052 0.118 0.753  C112 1.134
118 H 1.334 -0.541 1.919  C113 1.143
119 H 0.853 1.211 2.201  C113 1.073
120 H 2.511 0.228 0.096  O114 0.953

SMILES: CC1(C)CCCC(C)(C)N1O.CCO.CCO.CCO.CCO.CCO.CCO.CCO.CCO.CCO.CCO
Energy relative to the best compared isomer or geometry (same formula, charge and spin) (eV): 1.734
HOMO energy (eV): -8.236
Total charge: 0

Here are the Löwdin charges for atoms 1 to 5, given in e: 0.00, -0.51, -0.02, -0.14, -0.17